# 1
{"formula": "C5H9FO", "method": "wB97M-V/def2-TZVPD", "homo_energy_ev": -9.61, "smiles": "OCC/C=C\\CF", "largest_force_ev_per_a": 1.3, "e_above_lowest_kcal_mol": 28.45, "charge": 0, "e_tot_ha": -370.96823, "homo_lumo_gap_ev": 10.43, "elements": ["O", "C", "C", "C", "C", "C", "F", "H", "H", "H", "H", "H", "H", "H", "H", "H"], "positions_angstrom": [[-0.5693, 1.0135, 1.5408], [0.0957, -0.2325, 1.4342], [1.3164, 0.0035, 0.5542], [1.1128, 0.2611, -0.9228], [0.0087, 0.0235, -1.6600], [-1.3848, -0.2124, -1.1752], [-1.5846, -1.5229, -0.7631], [-1.0234, 1.1616, 2.3926], [-0.5635, -0.9935, 1.0034], [0.3751, -0.5650, 2.4568], [1.8701, 0.8768, 0.9466], [1.9101, -0.9261, 0.6504], [2.0453, 0.5985, -1.4618], [0.0907, 0.1230, -2.7241], [-2.1165, -0.0764, -1.9470], [-1.5830, 0.4673, -0.3249]]}



# 2
{"formula": "C7H18BeCaCl4KN2O13PS", "method": "wB97M-V/def2-TZVPD", "homo_energy_ev": -6.32, "largest_force_ev_per_a": 4.6, "charge": 0, "e_tot_ha": -5237.29231, "homo_lumo_gap_ev": 4.11, "elements": ["C", "C", "N", "P", "O", "H", "H", "H", "H", "H", "Be", "O", "Cl", "O", "O", "O", "Ca", "Cl", "C", "O", "H", "H", "H", "H", "C", "Cl", "Cl", "H", "H", "C", "S", "O", "C", "H", "H", "H", "H", "H", "H", "C", "O", "O", "O", "H", "N", "O", "O", "O", "K"], "positions_angstrom": [[4.4578, -1.2415, -0.7494], [3.1721, -0.6713, -0.3231], [2.4675, -1.1302, 0.6754], [1.0173, -1.0549, -0.1014], [0.7663, -2.2730, -0.9062], [4.5783, -2.2801, -1.0164], [5.3221, -0.5809, -0.7102], [2.8218, 0.1485, -0.9709], [0.9886, 0.1433, -0.9053], [-0.0591, -0.9192, 0.7950], [4.1027, -0.4254, -2.2904], [3.4473, -2.0383, -5.3004], [2.4441, -1.0477, -5.5310], [1.1261, -1.6085, -5.5201], [2.6978, -0.2859, -6.6938], [2.4992, -0.1092, -4.3465], [0.5198, 0.1146, -2.6057], [3.1637, 1.4851, -2.3497], [-1.5198, -1.7236, 3.8862], [-1.7782, -1.6800, 2.4798], [-1.1345, -0.7550, 4.1939], [-2.4432, -1.9324, 4.4262], [-0.7773, -2.4947, 4.1081], [-2.1203, -2.5407, 2.2228], [-4.5870, 0.0568, 6.2843], [-2.8967, 0.4602, 6.6174], [-4.7715, -1.6395, 5.8334], [-5.1712, 0.2452, 7.1762], [-4.9394, 0.6752, 5.4682], [2.2532, 2.4518, 3.2323], [3.5774, 2.8488, 2.0861], [3.5145, 1.8477, 0.9828], [4.9227, 2.3564, 3.1649], [1.3057, 2.6493, 2.7354], [2.3099, 1.3991, 3.5105], [2.3381, 3.0834, 4.1157], [4.8043, 1.3102, 3.4469], [4.9263, 2.9913, 4.0502], [5.8554, 2.4866, 2.6208], [-3.5839, 0.0192, -2.8370], [-4.2298, -0.9514, -2.4834], [-4.0815, 0.6426, -3.9929], [-2.5385, 0.5644, -2.3167], [-4.8293, -0.0044, -4.1285], [-6.4716, -0.2836, -6.4236], [-7.4351, 0.4923, -6.5490], [-6.0680, -0.5877, -5.2652], [-5.9023, -0.7585, -7.4147], [-4.0618, 2.5454, -2.3815]]}



# 3
{"formula": "C2H2N2O3S", "method": "wB97M-V/def2-TZVPD", "homo_energy_ev": -9.30, "largest_force_ev_per_a": 5.4, "e_above_lowest_kcal_mol": 127.66, "charge": 0, "e_tot_ha": -810.64832, "homo_lumo_gap_ev": 9.05, "elements": ["C", "C", "H", "H", "N", "N", "O", "O", "O", "S"], "positions_angstrom": [[0.5857, 0.0719, -0.2582], [-1.7198, 0.3063, 0.0072], [3.8240, -1.0797, 0.8341], [-2.9646, -1.2728, 0.2921], [1.6594, -0.4796, -0.2754], [-1.2008, 1.4857, 0.1195], [0.1755, 1.5285, -0.3356], [-2.9404, -0.2043, -0.0652], [-0.6644, -0.6703, -0.2782], [3.2454, 0.3142, -0.0403]]}



# 4
{"formula": "C3H3NiO4", "method": "wB97M-V/def2-TZVPD", "homo_energy_ev": [-19.42, -18.80], "spin_multiplicity": 4, "largest_force_ev_per_a": 10.0, "e_above_lowest_kcal_mol": 6.98, "charge": 2, "e_tot_ha": -1924.44186, "homo_lumo_gap_ev": [8.76, 5.76], "elements": ["O", "C", "C", "H", "H", "H", "O", "C", "O", "O", "Ni"], "positions_angstrom": [[-3.0591, 0.2449, 0.4234], [-1.8944, 0.4876, 0.2964], [-0.9481, -0.4553, -0.4349], [-1.1830, 0.9235, 1.1655], [-0.8766, -1.3552, 0.1920], [-1.3436, -0.7418, -1.4178], [0.2878, 0.2516, -0.6833], [1.3351, 0.0625, 0.0361], [1.1546, -0.0838, 1.3042], [2.4343, 0.5065, -0.3186], [4.0929, 0.1595, -0.5632]]}



# 5
{"formula": "C2H5N3O3", "method": "wB97M-V/def2-TZVPD", "homo_energy_ev": -8.81, "smiles": "N/C(=N\\O)C(=O)NO", "largest_force_ev_per_a": 4.1, "e_above_lowest_kcal_mol": 81.32, "charge": 0, "e_tot_ha": -469.07110, "homo_lumo_gap_ev": 9.29, "elements": ["N", "C", "N", "O", "C", "O", "N", "O", "H", "H", "H", "H", "H"], "positions_angstrom": [[0.4057, -1.4572, -0.0994], [0.5725, -0.1049, -0.0390], [1.6798, 0.5861, -0.1209], [2.6799, -0.3394, 0.2183], [-0.6668, 0.7766, 0.0271], [-0.4951, 1.9916, -0.1284], [-1.8939, 0.2604, 0.2965], [-2.2227, -1.0564, -0.1276], [1.2561, -1.8416, -0.3922], [-0.4311, -1.8074, -0.3735], [3.5118, 0.1188, 0.0025], [-2.7094, 0.6800, -0.0164], [-2.0979, -1.6717, 0.6193]]}



# 6
{"formula": "C2H5ClFOPS", "method": "wB97M-V/def2-TZVPD", "homo_energy_ev": -9.09, "smiles": "CO[P@](=S)(Cl)CF", "largest_force_ev_per_a": 3.8, "e_above_lowest_kcal_mol": 23.04, "charge": 0, "e_tot_ha": -1454.03600, "homo_lumo_gap_ev": 9.44, "elements": ["C", "O", "P", "S", "Cl", "C", "F", "H", "H", "H", "H", "H"], "positions_angstrom": [[-1.0107, 0.5527, -0.0938], [0.2708, 0.6321, -0.7594], [1.6667, 0.4993, -0.0130], [1.9988, 1.7490, 1.4728], [2.9620, 0.5361, -1.5273], [1.6147, -1.7114, 0.4921], [2.8854, -2.0613, 0.7000], [-0.9376, 0.6985, 0.9520], [-1.5682, -0.3959, -0.0784], [-1.6477, 1.3157, -0.5614], [1.2789, -2.3924, -0.3548], [0.8913, -1.5493, 1.3032]]}